No. 1
DFT (ωB97M-V/def2-TZVPD) results for a cluster of 2 separate species, CH5N2O in total at a distorted geometry.

Geometry as ORCA input:
```
! wB97M-V def2-TZVPD RIJCOSX def2/J DEFGRID3
* xyz -1 3
O 1.72394 0.67522 -0.03647
N 1.55776 -0.62672 -0.01777
N -0.38277 -0.82435 -0.08630
C -0.92676 0.44897 0.04809
H -0.26371 1.27186 -0.07498
H 1.67025 -1.06672 -0.96107
H -1.56360 0.53593 1.01940
H -0.13335 -1.26373 0.82429
H -1.68176 0.84952 -0.71520
*
```

Its energy relative to the best compared isomer or geometry (same formula, charge and spin) is 1.125 eV. The calculation puts the molecular weight at 61.06 g/mol. The HOMO-LUMO gap (alpha / beta) comes out at 0.1749 / 0.2643 Eh. The strongest force on any atom is 0.073 Eh/bohr. The calculation puts the total energy at -6139.732 eV.

These are the natural (NBO) partial charges, in e, on atoms 1 to 8:
1 O -0.51
2 N -0.32
3 N -0.76
4 C -0.43
5 H 0.20
6 H 0.27
7 H 0.11
8 H 0.32

***

No. 2
DFT (ωB97M-V/def2-TZVPD) results for a cluster of 2 separate species, C3H7NO in total.

Geometry as ORCA input:
```
! wB97M-V def2-TZVPD RIJCOSX def2/J DEFGRID3
* xyz 0 1
O 0.36266 1.22978 -0.01248
N 1.91516 -0.18756 -0.84861
C 0.72030 0.01500 -0.19811
C -1.68121 0.82814 0.14028
C -0.09856 -1.06924 0.19801
H 2.44594 0.64303 -1.08518
H 2.45645 -1.01568 -0.63434
H -1.84355 0.74736 -0.92973
H 0.08152 -2.06976 -0.20710
H -2.24610 0.11901 0.74022
H -0.42466 -1.04863 1.23612
H -1.65152 1.83473 0.54725
*
```

Its energy relative to the best compared isomer or geometry (same formula, charge and spin) is 4.508 eV. The calculation puts the molecular weight at 73.09 g/mol. The HOMO-LUMO gap (alpha / beta) comes out at 0.2693 / 0.2693 Eh. The strongest force on any atom is 0.018 Eh/bohr. The calculation puts the total energy at -6758.243 eV.

These are the natural (NBO) partial charges, in e, on atoms 1 to 8:
1 O -0.63
2 N -0.80
3 C 0.60
4 C -0.24
5 C -0.71
6 H 0.40
7 H 0.39
8 H 0.20

***

No. 3
DFT (ωB97M-V/def2-TZVPD) results for a cluster of 2 separate species, C3H4O in total at a distorted geometry.

Geometry as ORCA input:
```
! wB97M-V def2-TZVPD RIJCOSX def2/J DEFGRID3
* xyz 0 1
O 1.50550 0.78486 -0.02758
C -1.66351 0.77252 0.02804
C -0.67761 0.09620 0.25332
C 0.64453 -0.18861 0.50956
H -2.63050 0.98656 -0.11934
H 0.92864 -0.66469 1.45534
H 0.95019 1.27284 -0.51018
H 0.69587 -1.49069 -0.80782
*
```

Its energy relative to the best compared isomer or geometry (same formula, charge and spin) is 4.629 eV. The calculation puts the molecular weight at 56.06 g/mol. The HOMO-LUMO gap (alpha / beta) comes out at 0.3270 / 0.3270 Eh. The strongest force on any atom is 0.123 Eh/bohr. The calculation puts the total energy at -5217.508 eV.

Here is what natural (NBO) gives for the atomic charges, in e:
1 O -0.66
2 C -0.19
3 C -0.11
4 C 0.04
5 H 0.22
6 H 0.23
7 H 0.47
8 H -0.01

***

No. 4
DFT (ωB97M-V/def2-TZVPD) results for the molecule C5H6O at a distorted geometry.

Geometry as ORCA input:
```
! wB97M-V def2-TZVPD RIJCOSX def2/J DEFGRID3
* xyz 0 1
O -2.86987 -1.07526 -0.75622
C 1.30839 0.63931 0.19228
C 2.56208 0.31645 0.31956
C 0.17792 -0.01546 0.19618
C -1.92412 -0.33394 -0.86240
C -1.23826 0.36449 0.28359
H -1.40406 -0.18419 -1.83664
H 2.86339 0.07736 1.33428
H -1.31474 1.45086 0.23076
H 0.41015 -1.07440 0.19629
H 3.03296 -0.14632 -0.53857
H -1.60384 -0.01888 1.24089
*
```

Its energy relative to the best compared isomer or geometry (same formula, charge and spin) is 3.119 eV. The calculation puts the molecular weight at 82.10 g/mol. The HOMO-LUMO gap comes out at 0.3567 Eh. The strongest force on any atom is 0.024 Eh/bohr. The structure (SMILES) is C=C=CCC=O. The calculation puts the total energy at -7326.165 eV.

These are the natural (NBO) partial charges, in e, on atoms 1 to 8:
1 O -0.51
2 C 0.07
3 C -0.40
4 C -0.29
5 C 0.45
6 C -0.55
7 H 0.10
8 H 0.22